Entry 1:
115
Properties=species:S:1:pos:R:3:forces:R:3:mulliken_charge:R:1 method="wB97M-V/def2-TZVPD" charge=+1 e_lumo_ev=-5.06
H -2.356868 1.940330 -4.777059 -0.08 -0.07 0.33 0.413
Cl -4.721566 -5.009446 0.712734 -0.06 0.04 0.05 -0.308
C 8.539198 2.980744 -3.543923 0.08 -0.01 -0.02 -0.382
P -6.729861 3.367803 -2.174632 -0.57 -0.24 1.12 0.856
Cl -3.008060 -2.828791 -1.336734 0.10 0.13 -0.19 -0.192
C -1.189333 0.284693 4.273440 -0.09 0.04 0.17 -0.531
C -5.565943 4.360758 -3.174250 0.01 -0.32 -0.36 0.286
C 2.262667 -7.008249 -2.305682 -0.01 -0.06 -0.08 -0.465
H -0.700540 -2.307926 0.229578 0.04 0.00 -0.05 0.113
H -0.108213 -0.318054 6.002406 -0.06 -0.01 0.00 0.331
H 4.274638 -6.337103 -2.528540 -0.02 0.01 -0.02 0.310
Cl 10.675052 3.585009 -0.621518 0.31 0.00 0.14 -0.180
Cl -4.044562 0.044026 -2.814870 0.23 -0.03 -0.08 -0.278
H -7.396289 -8.690837 1.447780 0.03 0.00 -0.03 0.306
H -5.418812 -7.318932 1.753571 -0.05 -0.10 0.04 -0.067
C -0.952635 -4.490990 8.732681 -0.02 -0.07 0.01 -0.485
C 10.911968 4.689688 0.764432 -0.06 0.04 0.13 -0.463
Cl 7.573491 2.108989 -4.767074 -0.02 0.01 -0.01 -0.193
Cl -1.993633 -2.345455 7.400482 -0.05 0.08 0.05 -0.181
H 9.943128 4.806462 1.247004 -0.02 0.01 -0.05 0.270
H -0.416736 -5.434861 8.649418 0.03 0.02 -0.02 0.326
H -7.002951 -8.685598 3.172144 0.03 -0.03 0.03 0.329
H 11.590771 4.203923 1.459736 0.05 -0.03 -0.07 0.369
H 1.254598 -0.915120 0.598261 -0.06 0.00 0.06 0.257
H -0.226752 3.323379 -2.314519 -0.10 -0.10 0.08 0.319
H -8.185560 3.283413 -3.777822 -0.22 -0.11 0.09 0.359
C -1.068937 3.891816 -2.708653 0.39 -0.03 -0.42 -0.949
H -1.885400 -5.539190 3.022686 0.03 0.05 -0.04 0.271
H -0.367048 -2.283078 1.964914 0.03 -0.06 0.01 -0.172
H -3.903856 2.982624 -3.277050 0.11 -0.01 -0.10 -0.161
H -0.726782 2.014036 -5.408512 -0.07 -0.10 -0.02 0.307
Cl 2.489873 -2.270844 2.055499 0.23 0.02 -0.09 -0.200
N -4.048109 6.036904 -4.567129 -0.14 0.16 -0.09 0.560
H -0.797021 4.937419 -2.560079 -0.23 0.03 0.19 0.293
C 1.356519 -1.994023 0.712724 0.01 0.08 -0.05 -0.130
H -3.472913 6.687212 -5.097368 -0.07 0.04 -0.06 0.325
H -2.521887 -4.212808 0.980754 -0.07 0.11 -0.04 -0.375
Cl 2.054318 2.471336 -3.749241 -0.02 0.04 -0.09 -0.130
H 7.408434 2.192753 -1.890653 -0.05 0.01 -0.04 0.344
H -2.091780 4.899131 -6.821666 0.01 0.36 -0.09 0.345
H 2.505053 -7.971113 -2.752053 0.03 -0.01 0.03 0.318
C -5.031452 -1.057543 -1.782603 -0.24 -0.08 0.18 -0.550
H -5.825478 -0.451837 -1.350332 0.04 0.06 0.00 0.381
C -4.303812 3.949082 -3.550620 -0.54 0.47 0.15 0.321
C -0.964054 -3.801158 7.393542 0.02 -0.13 -0.07 -0.282
H 9.440199 2.394593 -3.370819 -0.02 -0.03 0.02 0.274
B -2.044376 4.519380 -4.843592 0.66 0.26 -0.38 0.246
Cl -0.614631 4.164838 2.613568 -0.01 -0.02 -0.01 -0.159
H -4.850889 -2.240916 -0.018574 -0.04 -0.03 -0.05 0.315
Cl 13.096852 5.941585 -0.289904 -0.01 0.00 -0.02 -0.170
C 7.789699 3.145425 -2.251134 0.03 0.02 0.17 0.039
H 0.034541 -3.501808 7.090309 0.00 0.06 0.03 0.303
H 4.171683 3.201826 -2.999931 -0.13 0.00 -0.01 0.093
H 10.808832 6.470126 -0.446274 0.01 -0.03 -0.03 0.311
Cl -0.118450 -3.524745 9.976743 -0.01 0.01 0.01 -0.192
Cl 0.040306 -2.145751 4.551385 -0.02 -0.02 -0.04 -0.171
Cl -4.111943 -8.697989 3.129691 0.00 -0.14 0.00 -0.222
Cl -1.036750 0.379560 2.492295 -0.02 -0.01 -0.04 -0.154
C 11.431775 6.035677 0.331458 0.00 0.06 0.00 -0.424
H -1.250930 1.309845 4.633822 0.06 0.03 -0.04 0.377
C -1.329135 2.221505 -4.520294 0.90 0.24 -0.90 -1.166
S -6.693018 3.906678 -0.358234 0.21 0.18 -0.20 -0.322
H -2.565568 -5.956029 0.738222 -0.03 -0.01 -0.01 0.367
Cl 2.795187 2.846801 -0.483300 -0.04 -0.03 0.00 -0.153
C 0.011868 -2.601568 0.999918 -0.25 0.09 -0.07 0.044
C -5.324450 -8.400207 1.852450 -0.04 0.12 -0.06 -0.047
H 8.452808 3.567498 -1.493715 -0.29 -0.03 -0.24 -0.162
Cl 1.036962 -7.316390 -1.048206 0.00 0.02 0.00 -0.155
H -2.122385 -0.225380 4.498748 0.01 -0.06 -0.06 0.287
C -0.018311 -0.405138 4.920501 0.10 0.09 0.11 -0.466
H -4.931452 -8.800354 0.921233 0.03 -0.07 0.04 0.363
C -3.535357 4.847658 -4.290996 0.70 -0.27 0.30 -0.214
Cl 0.070148 -4.384783 0.990324 0.29 -0.03 0.01 -0.152
Cl 3.252107 -4.716898 -1.177730 0.00 0.00 0.02 -0.109
H -0.920888 1.585221 -3.738634 -0.22 0.05 0.17 0.376
Cl -3.459684 -3.928191 3.688866 0.01 0.01 0.01 -0.198
H 4.219602 1.559237 -3.633527 -0.03 -0.03 0.01 0.315
H 0.620883 5.970017 3.492310 -0.03 -0.05 0.04 0.353
H -1.980070 3.632247 -2.160349 0.03 0.04 0.12 0.258
C -4.204151 -1.680931 -0.693442 0.08 0.02 0.15 -0.397
Cl 6.399789 4.260099 -2.427844 0.13 0.08 0.10 -0.242
H 2.198372 3.758978 2.081086 -0.03 -0.07 0.05 -0.053
H 11.444875 6.709321 1.186435 0.01 -0.03 0.03 0.296
O -8.151406 3.591634 -2.858824 0.42 0.04 -0.40 -0.510
Cl 2.239425 3.764422 4.435789 -0.03 -0.05 0.01 -0.182
C 3.543241 1.679876 -1.611690 0.08 -0.10 0.05 -0.565
H -6.974225 5.992797 -3.300425 0.05 0.13 -0.04 0.567
H 2.939637 0.776670 -1.600174 -0.06 0.01 0.02 0.307
O -6.410361 1.839564 -2.485651 0.41 0.70 -0.60 -0.391
C -2.924713 -5.356359 2.756899 -0.02 -0.05 0.03 0.105
C 2.087969 4.532386 2.835860 0.06 0.02 -0.06 -0.080
H 3.908649 -6.962182 -0.915239 -0.04 0.03 0.05 0.334
H 0.793369 5.823208 1.738461 0.02 -0.03 -0.02 0.298
N -5.247197 6.496885 -4.243077 0.31 -0.23 -0.05 -0.969
C 0.784245 5.270746 2.676624 0.02 0.10 -0.02 -0.485
N -1.140699 3.649819 -4.167365 -0.99 -0.14 0.91 0.416
H -5.447519 1.666614 -2.594964 -0.40 -0.52 0.15 0.298
Cl -6.625254 -10.783631 2.171559 0.00 0.00 0.02 -0.189
C -5.982243 5.650468 -3.570308 -0.42 0.03 0.30 -0.350
H -3.519583 -6.210831 3.070189 0.01 0.14 0.03 -0.069
H 1.809527 -6.376906 -3.065496 -0.02 0.04 0.04 0.310
O -1.710469 5.203985 -5.989639 -0.32 -0.61 -0.11 -0.538
H 0.927886 0.032456 4.611111 0.00 -0.02 -0.08 0.358
H -1.370293 -4.471068 6.636938 -0.05 0.01 0.01 0.191
H 8.824374 3.941188 -3.964808 -0.05 0.01 -0.03 0.338
H 4.530804 1.440012 -1.221946 0.02 0.09 0.01 0.322
H 2.915919 5.232831 2.739505 -0.02 0.03 0.03 0.347
H -3.670835 -0.927240 -0.118119 0.02 0.00 0.00 0.333
C -6.662840 -9.002107 2.189583 -0.06 0.01 0.00 -0.469
H -5.473724 -1.803224 -2.436713 0.11 0.02 -0.10 0.398
C 3.516577 -6.385938 -1.748911 0.07 -0.05 -0.03 -0.527
C 3.662119 2.245595 -2.998206 0.03 -0.08 -0.11 -0.229
H 1.790324 -2.405708 -0.195521 0.05 -0.06 0.04 0.173
C -3.019079 -5.124393 1.274022 -0.11 -0.16 0.06 0.198
H -1.960537 -4.691181 9.086471 -0.01 0.05 0.02 0.337


Entry 2:
16
Properties=species:S:1:pos:R:3:forces:R:3:mulliken_charge:R:1 method="wB97M-V/def2-TZVPD" e_lumo_ev=0.38 smiles="C1=C[C@@H]2NSN[C@@H]2N=C1"
H 2.212075 -2.194416 -0.042811 -0.24 -0.81 0.38 0.245
H -1.713117 -1.506289 -1.422379 -1.42 -1.61 -1.51 0.492
S 2.969423 -0.065004 -0.237098 -1.11 1.12 0.33 -0.014
H -1.011706 2.239578 0.206602 0.86 -0.72 0.79 0.284
H 1.049947 1.016061 1.552888 -0.19 0.61 0.14 0.419
N -0.401819 -1.600338 0.074550 0.91 -2.19 -0.41 -0.567
H 1.209537 0.679235 -1.306037 0.19 0.64 0.07 0.402
C -1.188776 -1.012835 -0.692219 -0.86 2.80 2.21 -0.296
H -2.489259 0.868210 -0.775173 0.19 -0.49 -0.15 0.376
N 1.790379 -1.294853 -0.106165 0.87 0.41 -0.74 -0.427
C 0.661061 -0.907002 0.726154 0.25 1.28 -1.46 0.022
C 0.651321 0.673197 0.607162 0.59 -0.75 -0.15 0.074
C -0.700975 1.168732 0.216501 -0.23 2.00 -0.15 -0.704
N 1.633795 1.076884 -0.453436 0.26 -1.11 -0.15 -0.550
H 0.827015 -1.200359 1.715771 -0.31 -0.52 1.73 0.411
C -1.560947 0.410748 -0.429371 0.24 -0.65 -0.93 -0.166


Entry 3:
38
Properties=species:S:1:pos:R:3:forces:R:3:mulliken_charge:R:1 method="wB97M-V/def2-TZVPD" e_lumo_ev=0.51 smiles=c1cc[nH]c1.c1cc[nH]c1.CO.CO.CO
H 16.848641 14.669376 -18.980842 -0.13 0.09 0.08 0.388
H 19.487057 15.872225 -21.670543 0.08 0.17 -0.01 0.229
O 15.014111 18.775633 -19.906951 0.55 -0.47 -0.02 -0.534
H 16.249458 17.113047 -19.948815 -0.08 -0.03 -0.32 0.109
C 17.742485 11.076204 -22.707688 0.56 -0.75 0.71 -0.524
H 23.093016 11.927303 -18.070894 0.09 -0.05 -0.10 0.405
H 17.080304 12.700002 -17.434047 -0.10 -0.16 -0.10 0.187
C 15.950252 17.893674 -19.263379 -0.40 0.50 0.71 -0.386
H 19.962546 13.541840 -20.291716 -0.22 -0.10 -0.24 0.262
C 22.380627 12.067896 -18.866890 -0.67 0.12 -0.06 -0.417
C 18.347603 15.599558 -17.616295 0.41 0.03 -0.13 0.007
H 18.366871 11.995917 -24.301234 -0.01 -0.04 -0.12 0.318
C 18.602210 13.742513 -16.380903 -1.01 -0.09 -0.59 -0.474
O 18.000421 14.534053 -22.083593 0.38 -0.04 0.01 -0.408
N 17.611727 13.541138 -17.346789 0.98 0.02 0.99 0.005
H 18.782938 12.966635 -15.656496 0.21 0.06 -0.01 0.401
N 20.718644 12.929012 -20.045419 -0.12 -0.27 0.12 0.144
H 16.851604 18.412694 -18.904910 -0.17 0.07 -0.25 0.241
H 19.640711 15.089671 -23.257469 0.08 -0.02 0.09 0.329
C 22.108502 11.191211 -19.971614 0.34 0.74 0.59 -0.644
H 17.987949 13.833194 -22.748318 -0.35 -0.21 0.07 0.294
H 14.568737 19.293917 -19.233532 0.06 0.00 0.07 0.301
C 18.935606 15.507458 -22.533914 -0.21 -0.15 -0.02 -0.694
C 19.079399 15.020075 -16.527115 -0.57 -0.39 -0.39 -0.840
H 19.863808 15.455360 -15.933073 -0.04 0.15 -0.01 0.436
H 20.515421 11.433149 -21.531010 0.18 -0.06 -0.13 0.293
O 17.719243 12.150232 -23.613076 -0.16 0.61 -0.32 -0.550
H 15.494951 17.426955 -18.380172 0.05 -0.08 -0.19 0.275
H 22.680042 10.307231 -20.192703 -0.20 -0.14 -0.17 0.395
C 21.079233 11.758218 -20.674275 -0.33 0.31 -0.01 -0.276
H 16.812484 10.506760 -22.699404 -0.09 0.14 -0.21 0.265
C 21.470093 13.107301 -18.927848 0.75 -0.61 0.00 -0.548
H 18.412582 16.329216 -23.021075 0.02 0.21 0.04 0.272
H 18.561300 10.393572 -22.953077 -0.13 -0.09 0.07 0.288
H 17.927672 11.428874 -21.686049 -0.09 0.13 -0.18 0.170
H 18.508710 16.569538 -18.056758 -0.02 0.07 0.07 0.412
C 17.471356 14.660207 -18.102061 0.36 0.22 -0.01 -0.531
H 21.286566 13.922501 -18.252044 0.02 0.12 -0.02 0.399


no.,molar mass (g/mol),HOMO energy (eV),HOMO-LUMO gap (eV)
1,1336.59,-11.52,6.46
2,141.20,-8.04,8.42
3,230.31,-8.09,8.60